{
  "formula": "C28H57F3O9SSi",
  "method": "ωB97M-V with the def2-TZVPD basis set",
  "lumo_ev": 0.408,
  "smiles": "FC(F)(F)[SiH2]S.CC(C)=O.CC(C)=O.CC(C)=O.CC(C)=O.CC(C)=O.CC(C)=O.CC(C)=O.CC(C)=O.CC(C)=O",
  "homo_lumo_gap_ev": 9.34,
  "total_energy_ha": -2765.50258,
  "species": ["F", "C", "F", "F", "Si", "S", "H", "H", "H", "C", "C", "C", "O", "H", "H", "H", "H", "H", "H", "C", "C", "C", "O", "H", "H", "H", "H", "H", "H", "C", "C", "C", "O", "H", "H", "H", "H", "H", "H", "C", "C", "C", "O", "H", "H", "H", "H", "H", "H", "C", "C", "C", "O", "H", "H", "H", "H", "H", "H", "C", "C", "C", "O", "H", "H", "H", "H", "H", "H", "C", "C", "C", "O", "H", "H", "H", "H", "H", "H", "C", "C", "C", "O", "H", "H", "H", "H", "H", "H", "C", "C", "C", "O", "H", "H", "H", "H", "H", "H"],
  "coordinates": [[-1.225, 5.428, -0.925], [-2.056, 6.013, -1.895], [-1.438, 5.887, -3.156], [-2.174, 7.359, -1.593], [-3.704, 5.015, -1.923], [-5.435, 6.191, -2.467], [-3.830, 4.386, -0.603], [-3.498, 3.889, -2.863], [-6.092, 6.583, -1.321], [-2.400, 3.070, 2.792], [-3.773, 3.502, 2.367], [-4.925, 3.138, 3.265], [-3.947, 4.124, 1.333], [-1.671, 3.401, 2.050], [-2.148, 3.521, 3.755], [-2.359, 1.983, 2.862], [-4.787, 3.592, 4.248], [-4.994, 2.053, 3.357], [-5.854, 3.514, 2.833], [-2.865, -0.041, -0.460], [-1.987, -0.343, 0.724], [-0.862, -1.319, 0.519], [-2.180, 0.182, 1.804], [-3.633, 0.678, -0.168], [-2.267, 0.393, -1.265], [-3.353, -0.955, -0.804], [-0.178, -0.939, -0.243], [-1.262, -2.289, 0.218], [-0.314, -1.441, 1.454], [-1.768, -0.636, 4.707], [-1.788, -1.915, 5.501], [-1.309, -1.852, 6.928], [-2.174, -2.959, 5.011], [-2.138, -0.830, 3.700], [-2.415, 0.104, 5.183], [-0.747, -0.257, 4.637], [-1.935, -1.163, 7.499], [-0.268, -1.525, 6.957], [-1.378, -2.844, 7.377], [2.391, 2.290, 4.294], [1.401, 2.198, 5.421], [1.910, 2.437, 6.819], [0.232, 1.940, 5.208], [1.882, 2.096, 3.352], [2.822, 3.293, 4.259], [3.178, 1.545, 4.428], [2.320, 3.445, 6.898], [2.675, 1.698, 7.066], [1.085, 2.338, 7.527], [-0.174, -1.175, -4.557], [0.708, -1.480, -3.377], [1.834, -2.456, -3.585], [0.516, -0.957, -2.295], [-0.940, -0.457, -4.260], [0.421, -0.739, -5.361], [-0.662, -2.089, -4.902], [2.518, -2.079, -4.346], [1.433, -3.424, -3.886], [2.382, -2.578, -2.648], [0.916, -4.284, -8.557], [1.222, -3.200, -7.558], [1.238, -1.780, -8.062], [1.447, -3.462, -6.394], [0.938, -5.253, -8.057], [-0.079, -4.130, -8.979], [1.666, -4.281, -9.351], [0.257, -1.517, -8.462], [2.002, -1.668, -8.833], [1.472, -1.106, -7.237], [0.291, -6.511, -3.400], [-1.089, -6.079, -3.821], [-2.235, -6.441, -2.914], [-1.268, -5.463, -4.851], [1.016, -6.182, -4.146], [0.546, -6.057, -2.440], [0.334, -7.599, -3.325], [-2.092, -5.984, -1.933], [-2.305, -7.526, -2.818], [-3.167, -6.067, -3.342], [3.989, -0.452, 2.217], [4.879, -0.744, 3.397], [6.007, -1.720, 3.188], [4.696, -0.215, 4.476], [3.223, 0.265, 2.511], [4.577, -0.022, 1.405], [3.500, -1.370, 1.885], [6.685, -1.345, 2.418], [5.608, -2.693, 2.897], [6.564, -1.834, 4.119], [2.900, 4.665, 0.231], [2.365, 3.262, 0.337], [1.502, 2.763, -0.791], [2.619, 2.560, 1.296], [3.504, 4.890, 1.112], [3.529, 4.757, -0.657], [2.073, 5.376, 0.182], [2.069, 2.771, -1.724], [0.613, 3.390, -0.885], [1.188, 1.739, -0.581]],
  "forces_ev_per_angstrom": [[-0.633, 1.067, -1.590], [0.538, 0.311, -0.171], [-0.307, 0.529, 2.042], [0.582, -1.851, -0.500], [-0.791, -0.417, 0.787], [-0.217, 0.173, -0.074], [-0.018, 0.355, -0.281], [-0.044, 0.452, -0.344], [0.971, -0.572, -0.394], [0.072, 0.212, -0.136], [0.232, 0.160, -0.304], [-0.315, 0.159, -0.251], [-0.152, -0.210, 0.729], [-0.070, -0.028, 0.054], [-0.018, -0.179, 0.074], [0.021, 0.164, 0.215], [0.059, -0.200, 0.054], [0.110, 0.033, 0.184], [0.093, -0.024, 0.029], [-0.249, 0.287, 0.178], [0.011, 0.058, 0.354], [0.188, 0.131, 0.426], [-0.043, -0.160, -0.633], [0.072, -0.062, -0.002], [0.010, -0.220, -0.085], [0.146, 0.012, -0.161], [-0.168, -0.222, -0.084], [0.073, 0.057, -0.209], [-0.119, 0.010, -0.035], [-0.194, -0.480, -0.249], [-0.206, -0.241, -0.316], [-0.037, -0.425, 0.124], [0.136, 0.207, 0.195], [0.091, 0.020, 0.291], [0.248, 0.143, 0.076], [-0.126, 0.243, 0.143], [0.179, 0.137, -0.020], [-0.091, 0.202, 0.064], [-0.003, 0.083, -0.056], [-0.352, -0.124, -0.042], [-0.244, -0.053, -0.282], [-0.370, -0.077, 0.220], [0.168, 0.062, 0.206], [0.027, 0.070, 0.156], [0.166, -0.086, 0.037], [0.125, 0.201, 0.099], [0.188, -0.105, -0.003], [0.141, 0.166, -0.052], [0.060, 0.014, -0.077], [-0.328, 0.242, 0.229], [0.039, 0.107, 0.343], [0.132, 0.030, 0.574], [0.049, -0.041, -0.365], [0.090, -0.050, 0.014], [-0.030, -0.201, -0.062], [0.190, -0.009, -0.176], [-0.141, -0.225, -0.159], [0.104, 0.106, -0.288], [-0.091, 0.088, -0.035], [0.038, -0.275, 0.219], [0.061, -0.243, 0.479], [0.072, 0.133, 0.293], [-0.014, 0.152, -0.470], [-0.018, 0.118, -0.013], [0.106, 0.051, -0.162], [-0.158, 0.089, -0.119], [0.100, -0.007, -0.180], [-0.168, 0.011, -0.126], [0.015, -0.071, -0.101], [0.200, 0.141, -0.285], [-0.075, 0.261, -0.432], [-0.259, 0.153, -0.190], [0.028, -0.125, 0.264], [-0.095, -0.011, 0.045], [-0.029, -0.203, 0.082], [0.006, 0.041, 0.217], [0.041, -0.206, 0.064], [0.074, 0.040, 0.201], [0.107, -0.028, 0.020], [-0.205, 0.196, 0.295], [-0.146, 0.238, 0.381], [0.157, 0.014, 0.376], [0.106, -0.225, -0.328], [0.093, -0.054, -0.118], [-0.054, -0.160, -0.086], [0.146, 0.003, -0.162], [-0.092, -0.150, -0.118], [0.072, 0.057, -0.191], [-0.066, 0.024, -0.082], [0.181, 0.004, 0.341], [0.038, -0.314, 0.311], [-0.094, -0.332, 0.191], [0.030, 0.240, -0.460], [-0.058, -0.047, -0.076], [-0.170, 0.112, -0.078], [0.049, 0.006, -0.214], [-0.126, 0.162, -0.048], [0.104, 0.089, -0.176], [0.053, 0.082, -0.023]]
}

***

{
  "formula": "C28H57IrNOSi2Te2",
  "method": "ωB97M-V with the def2-TZVPD basis set",
  "lumo_ev": [-6.486, -8.121],
  "homo_lumo_gap_ev": [7.74, 6.14],
  "spin_multiplicity": 2,
  "total_energy_ha": -2449.98370,
  "de_lowest_kcal_mol": 3.9,
  "charge": 2,
  "species": ["Ir", "C", "C", "C", "C", "C", "C", "C", "C", "C", "C", "C", "C", "C", "C", "C", "C", "C", "H", "H", "H", "H", "H", "H", "H", "H", "H", "H", "H", "H", "H", "H", "H", "H", "H", "H", "H", "H", "H", "H", "H", "H", "H", "H", "H", "H", "H", "C", "Te", "C", "H", "H", "H", "H", "H", "H", "O", "C", "N", "C", "Si", "C", "C", "C", "Te", "C", "Si", "C", "C", "C", "H", "H", "H", "H", "H", "H", "H", "H", "H", "H", "H", "H", "H", "H", "H", "H", "H", "H", "H", "H", "H", "H"],
  "coordinates": [[-1.036, -1.934, 0.213], [-1.017, -2.771, 2.193], [0.239, -2.124, 1.930], [0.853, -2.853, 0.779], [-0.077, -3.861, 0.412], [-1.230, -3.825, 1.269], [-2.412, -4.755, 1.226], [-2.164, -5.811, 2.317], [-3.703, -3.987, 1.523], [-2.518, -5.432, -0.142], [2.185, -2.716, 0.052], [2.286, -3.794, -1.037], [2.362, -1.368, -0.660], [3.326, -2.966, 1.054], [0.762, -1.094, 2.933], [1.485, -1.902, 4.028], [1.701, -0.033, 2.362], [-0.398, -0.349, 3.609], [-1.674, -2.540, 3.014], [0.036, -4.527, -0.425], [-2.092, -5.356, 3.306], [-1.248, -6.372, 2.126], [-2.995, -6.517, 2.328], [-3.701, -3.552, 2.523], [-4.552, -4.668, 1.464], [-3.861, -3.192, 0.789], [-1.650, -6.059, -0.349], [-2.619, -4.699, -0.946], [-3.396, -6.076, -0.165], [1.509, -3.678, -1.797], [2.234, -4.801, -0.622], [3.250, -3.699, -1.536], [1.628, -1.260, -1.468], [3.357, -1.352, -1.107], [2.280, -0.514, 0.000], [3.197, -3.919, 1.570], [3.414, -2.178, 1.801], [4.269, -3.009, 0.510], [2.346, -2.443, 3.646], [0.808, -2.623, 4.489], [1.831, -1.222, 4.807], [2.633, -0.449, 1.990], [1.958, 0.669, 3.155], [1.215, 0.532, 1.560], [-1.005, -0.992, 4.245], [-1.045, 0.150, 2.886], [0.017, 0.426, 4.253], [-3.969, -0.082, 1.784], [-2.384, 0.263, 0.415], [-3.620, 0.248, -1.317], [-4.649, 0.763, 1.711], [-3.550, -0.139, 2.785], [-4.470, -1.010, 1.525], [-4.449, 0.926, -1.133], [-3.973, -0.762, -1.497], [-3.034, 0.592, -2.165], [-0.520, -0.427, -3.766], [-0.726, -1.000, -2.755], [-0.925, -1.602, -1.747], [3.607, 1.416, -3.352], [3.364, 3.150, -2.722], [4.836, 3.813, -1.812], [2.783, 4.296, -4.068], [1.966, 3.014, -1.388], [0.108, 2.576, -2.228], [-0.578, 4.536, -2.434], [-1.557, 5.219, -0.921], [-1.735, 7.035, -1.235], [-0.589, 4.853, 0.631], [-3.195, 4.324, -0.892], [4.286, 1.411, -4.206], [2.670, 0.958, -3.685], [4.044, 0.777, -2.582], [5.698, 3.873, -2.480], [5.113, 3.171, -0.974], [4.648, 4.817, -1.426], [3.565, 4.382, -4.826], [2.589, 5.305, -3.698], [1.888, 3.935, -4.583], [1.858, 3.933, -0.809], [2.208, 2.185, -0.719], [-1.230, 4.545, -3.310], [0.298, 5.154, -2.640], [-0.764, 7.530, -1.292], [-2.298, 7.503, -0.424], [-2.272, 7.231, -2.165], [0.351, 5.408, 0.669], [-0.368, 3.787, 0.750], [-1.174, 5.157, 1.502], [-3.601, 4.177, -1.895], [-3.926, 4.909, -0.330], [-3.112, 3.350, -0.404]],
  "forces_ev_per_angstrom": [[0.446, -0.098, -0.388], [0.289, -0.010, 0.293], [-0.148, -0.222, 0.055], [-0.174, 0.011, 0.289], [-0.035, -0.142, 0.105], [0.005, -0.045, -0.155], [-0.016, 0.033, -0.040], [-0.022, -0.007, -0.020], [-0.014, -0.018, 0.014], [0.012, 0.016, -0.008], [0.076, -0.009, -0.045], [0.016, 0.015, -0.018], [-0.067, -0.022, -0.238], [-0.016, 0.066, 0.000], [0.027, -0.022, -0.043], [-0.016, 0.018, 0.022], [0.000, 0.013, -0.054], [-0.014, -0.008, 0.043], [-0.062, 0.120, -0.079], [-0.013, -0.011, 0.036], [-0.003, 0.003, 0.001], [0.000, 0.002, 0.003], [0.006, -0.008, 0.002], [0.002, 0.011, -0.002], [0.002, -0.004, 0.018], [-0.002, -0.015, -0.009], [-0.011, -0.011, -0.006], [0.003, 0.003, 0.001], [0.000, -0.002, 0.008], [0.027, -0.001, 0.012], [0.009, -0.018, 0.005], [-0.001, 0.014, -0.007], [0.159, -0.049, 0.174], [0.013, 0.021, -0.010], [-0.033, 0.096, 0.081], [-0.014, 0.010, -0.002], [0.008, -0.097, -0.046], [0.005, -0.008, -0.004], [0.044, -0.026, -0.041], [0.001, 0.001, 0.005], [0.004, -0.003, -0.003], [-0.053, 0.050, -0.009], [-0.012, 0.002, 0.007], [0.004, -0.001, 0.018], [-0.006, -0.015, -0.034], [0.014, 0.023, -0.020], [-0.007, -0.009, 0.023], [0.033, -0.051, -0.015], [-0.290, 0.331, -0.045], [0.002, -0.038, 0.029], [-0.009, -0.005, 0.022], [0.009, 0.001, 0.011], [-0.005, 0.014, 0.005], [0.007, 0.013, -0.009], [-0.016, 0.005, -0.003], [0.009, -0.003, 0.006], [0.008, 0.045, 0.146], [-0.024, -0.043, -0.221], [-0.156, 0.108, 0.182], [-0.013, -0.025, -0.017], [-0.002, -0.012, -0.002], [0.038, 0.003, 0.022], [-0.012, 0.029, -0.022], [-0.002, -0.040, 0.030], [-0.060, -0.005, 0.016], [0.062, 0.011, -0.086], [-0.029, -0.021, 0.001], [-0.014, 0.034, -0.017], [0.022, 0.016, 0.037], [-0.025, -0.026, -0.003], [0.006, -0.009, 0.005], [0.020, -0.004, -0.019], [-0.014, -0.011, 0.001], [-0.001, 0.002, 0.000], [0.008, 0.006, -0.001], [0.010, 0.001, 0.001], [-0.004, 0.003, 0.000], [-0.008, -0.002, -0.001], [0.003, 0.004, -0.007], [-0.018, 0.004, -0.024], [0.006, 0.029, 0.015], [0.010, 0.019, -0.003], [0.010, -0.021, 0.011], [-0.004, 0.006, 0.000], [0.003, 0.004, -0.003], [-0.001, 0.006, 0.003], [0.009, -0.017, 0.005], [-0.010, 0.006, 0.009], [0.012, 0.007, 0.003], [-0.015, 0.017, 0.004], [0.001, -0.023, 0.019], [0.010, -0.016, -0.023]]
}

***

What is the formula in the second record?
C28H57IrNOSi2Te2